Molecular formula: C55H50BrN3O2P2Sc
Method: DFT, wB97M-V/def2-TZVPD

Structure (XYZ):
```
114
Properties=species:S:1:pos:R:3:forces:R:3:mulliken_charge:R:1
Sc -0.156 0.662 -0.678 -0.01 0.05 -0.32 -2.0616
O 5.141 -0.736 -1.591 -0.10 0.01 0.03 -0.5608
C 5.009 -0.927 -0.234 0.01 0.02 -0.04 1.0164
C 6.039 -1.433 0.543 0.01 -0.01 0.01 -0.9519
C 5.836 -1.627 1.903 0.03 -0.01 0.00 -0.7574
C 4.610 -1.323 2.475 -0.03 -0.01 0.04 -1.2153
C 3.592 -0.810 1.682 -0.04 -0.02 0.02 0.6953
C 3.778 -0.597 0.327 0.04 -0.04 0.06 -0.5507
C 2.690 -0.012 -0.542 -0.24 0.00 0.27 0.1907
O 1.607 0.479 0.154 0.28 -0.07 0.20 1.6362
N 2.207 -1.074 -1.445 -0.20 0.02 -0.02 -0.4227
N 1.253 -0.574 -2.305 -0.05 0.03 0.21 0.4716
C 1.146 -1.133 -3.447 -0.04 0.05 -0.14 -0.6881
C 0.183 -0.741 -4.464 0.14 -0.09 0.11 0.0453
Br -0.919 0.738 -4.045 -0.05 0.13 0.00 0.0036
C 0.015 -1.359 -5.633 -0.01 -0.04 -0.13 -0.6724
C 0.822 -2.489 -6.136 -0.05 -0.01 0.01 0.2856
C 0.162 -3.609 -6.642 0.00 -0.02 -0.02 -0.5191
C 0.884 -4.693 -7.116 -0.02 0.00 0.00 -0.5567
C 2.273 -4.660 -7.111 0.00 -0.02 -0.01 -0.4596
C 2.937 -3.536 -6.640 -0.01 0.01 0.01 -0.6442
C 2.216 -2.455 -6.155 0.03 0.01 -0.02 -0.2318
H 6.045 -0.924 -1.854 0.12 -0.02 -0.03 0.3327
H 6.992 -1.679 0.087 -0.03 0.01 0.02 0.2923
H 6.642 -2.021 2.509 -0.04 0.02 -0.02 0.4252
H 4.443 -1.487 3.533 0.01 0.01 -0.07 0.4679
H 2.624 -0.580 2.106 0.02 0.03 0.02 0.0398
H 3.128 0.794 -1.143 0.14 0.11 -0.14 0.1912
H 2.963 -1.541 -1.932 0.13 -0.06 -0.08 0.4371
H 1.798 -1.964 -3.705 0.02 -0.03 -0.02 0.5759
H -0.794 -1.019 -6.273 0.03 -0.02 0.02 0.4769
H -0.922 -3.632 -6.657 0.04 0.00 0.01 0.4235
H 0.362 -5.563 -7.496 0.03 0.05 0.02 0.3936
H 2.836 -5.505 -7.490 -0.02 0.04 0.02 0.3944
H 4.019 -3.497 -6.661 -0.03 0.00 0.00 0.3897
H 2.737 -1.564 -5.821 -0.03 -0.04 -0.02 0.5321
N 0.474 2.686 -1.653 0.01 -0.01 0.19 0.3622
C 1.221 3.639 -0.851 -0.04 -0.06 -0.03 -0.1649
C 2.181 4.433 -1.462 0.01 -0.03 -0.03 -0.3886
C 2.906 5.344 -0.712 0.02 0.03 0.03 -0.7983
C 2.661 5.471 0.649 0.02 0.00 -0.04 -0.8284
C 1.699 4.677 1.252 0.02 0.00 0.03 -0.6311
C 0.972 3.744 0.514 0.02 0.06 0.09 -0.1670
P -0.277 2.662 1.302 0.01 -0.02 -0.02 2.2053
C 0.379 2.488 2.994 0.02 0.06 0.05 0.5162
C -0.266 2.946 4.139 0.00 0.01 0.04 -0.7563
C 0.304 2.738 5.391 -0.01 0.00 -0.01 -0.6234
C 1.523 2.087 5.507 -0.01 0.01 0.00 -0.7926
C 2.182 1.651 4.364 0.00 -0.01 -0.03 -0.5813
C 1.612 1.845 3.116 0.01 -0.02 0.04 -0.3813
C -1.734 3.757 1.424 0.00 0.13 -0.11 0.7644
C -2.862 3.371 2.149 0.00 0.01 0.00 0.1333
C -3.992 4.175 2.189 0.02 0.00 0.03 -0.8630
C -4.027 5.366 1.480 0.01 0.01 -0.01 -0.7849
C -2.922 5.752 0.735 0.01 0.00 0.00 -0.9043
C -1.784 4.957 0.711 -0.03 0.03 0.03 -1.0057
H -0.408 3.083 -1.959 -0.16 0.15 0.00 0.2471
H 0.997 2.483 -2.495 0.07 -0.04 -0.22 0.2949
H 2.358 4.338 -2.528 0.00 0.01 0.04 0.4953
H 3.658 5.958 -1.192 -0.02 -0.02 0.02 0.4190
H 3.221 6.184 1.240 -0.01 -0.02 -0.01 0.4630
H 1.518 4.768 2.316 0.00 0.00 -0.03 0.5666
H -1.206 3.478 4.073 0.01 -0.02 -0.03 0.4750
H -0.208 3.100 6.275 0.03 -0.02 -0.04 0.4450
H 1.965 1.931 6.484 -0.02 0.01 -0.04 0.4014
H 3.144 1.157 4.439 -0.04 0.02 0.00 0.4501
H 2.126 1.510 2.225 -0.02 -0.03 -0.02 0.2768
H -2.875 2.436 2.690 0.04 -0.03 0.02 0.2248
H -4.852 3.858 2.767 0.03 0.01 -0.02 0.4385
H -4.911 5.992 1.507 0.02 -0.02 0.00 0.4081
H -2.938 6.679 0.176 0.00 -0.04 0.03 0.4612
H -0.927 5.294 0.142 0.00 -0.02 0.01 0.4511
C -2.444 -2.158 -2.458 -0.02 0.00 0.01 -1.0226
C -2.378 -3.303 -1.485 0.02 -0.02 0.00 0.1983
C -2.749 -4.580 -1.894 -0.01 0.02 -0.02 -0.6617
C -2.734 -5.652 -1.016 -0.01 -0.02 -0.01 -0.8082
C -2.350 -5.458 0.302 0.00 0.00 0.03 -0.8834
C -1.972 -4.194 0.727 -0.02 0.00 -0.02 -0.3417
C -1.970 -3.115 -0.156 -0.04 0.00 -0.01 0.8108
P -1.559 -1.422 0.395 0.21 0.02 -0.07 2.0233
C -0.677 -1.659 1.983 0.00 -0.22 -0.05 0.9463
C 0.441 -2.494 1.852 0.00 0.01 0.06 -0.4040
C 1.227 -2.825 2.938 0.03 0.02 -0.01 -0.9215
C 0.933 -2.273 4.179 0.03 0.00 0.02 -0.9142
C -0.133 -1.401 4.304 -0.01 0.04 0.00 -0.3529
C -0.961 -1.081 3.223 -0.04 0.02 0.07 0.1720
C -2.109 -0.140 3.470 -0.01 0.03 0.13 -1.0301
C -3.166 -0.638 0.639 -0.14 -0.06 0.04 0.4128
C -4.167 -1.270 1.383 -0.03 -0.02 -0.10 -0.8262
C -5.350 -0.615 1.660 -0.01 0.00 0.00 -0.7440
C -5.529 0.684 1.185 -0.01 0.01 0.01 -0.9406
C -4.557 1.291 0.412 -0.01 -0.01 -0.03 -0.7375
C -3.355 0.641 0.093 -0.04 0.04 -0.06 0.4641
C -2.355 1.260 -0.840 -0.15 -0.21 0.11 -1.4489
H -2.650 -2.514 -3.468 -0.01 0.00 0.02 0.5389
H -1.498 -1.612 -2.484 -0.01 -0.04 0.02 -0.0858
H -3.222 -1.440 -2.185 0.02 -0.04 0.01 0.2474
H -3.061 -4.731 -2.922 0.01 0.00 0.04 0.4458
H -3.027 -6.637 -1.360 0.01 0.05 0.02 0.3859
H -2.347 -6.286 1.001 0.00 0.04 -0.04 0.4570
H -1.675 -4.049 1.758 0.02 0.01 -0.01 0.4751
H 0.695 -2.901 0.880 -0.02 -0.01 -0.03 0.4577
H 2.077 -3.486 2.810 -0.05 0.04 0.02 0.4225
H 1.542 -2.512 5.044 -0.03 0.02 -0.05 0.4156
H -0.346 -0.945 5.266 0.02 -0.02 -0.04 0.4343
H -1.894 0.483 4.338 0.01 0.00 0.01 0.5261
H -3.039 -0.681 3.662 0.08 0.03 0.02 0.6152
H -2.298 0.504 2.615 0.04 0.01 0.04 -0.7736
H -4.002 -2.275 1.760 -0.01 0.03 -0.02 0.5721
H -6.125 -1.101 2.242 0.05 0.03 -0.03 0.4516
H -6.449 1.215 1.402 0.04 -0.03 -0.01 0.4513
H -4.724 2.288 0.020 -0.01 -0.05 0.01 0.5540
H -2.590 2.324 -0.954 0.00 0.06 -0.01 0.4565
H -2.561 0.809 -1.823 0.01 0.01 -0.04 0.7094
```
Forces are in eV/Å.

Summary:
**2S+1**: 1
**Energy**: -6457.9689 hartree
**Maximum force**: 0.4 eV/Å
**Total charge**: +1
**LUMO**: -2.68 eV
**HOMO-LUMO gap**: 0.263 Ha